Computed, not measured: 10 unconnected molecules or ions with the total composition C41H78BN2O33P4 in a non-equilibrium geometry, with the ωB97M-V functional and the def2-TZVPD basis.

Summary:
Spin multiplicity: 2
<S²>: 0.765
HOMO-LUMO gap (alpha / beta) in Eh: 0.2510 / 0.1046
Calculated total energy in eV: -152165.6008

Structure (XYZ):
```
159
Properties=species:S:1:pos:R:3:forces:R:3:mulliken_spin:R:1
O 4.784149 -0.662389 -1.328554 -1.5 0.6 2.1 0.561
C 3.787446 -0.233235 -0.762857 1.6 0.0 -3.2 -0.050
O 2.623369 -0.098260 -1.285582 1.2 0.0 1.2 0.045
B 1.711748 0.603367 -0.323648 -2.0 0.6 -1.0 0.012
O 2.440599 0.695628 0.956209 3.3 -0.2 -1.5 0.115
C 3.786036 0.579597 0.714742 0.0 0.6 6.3 0.013
O 4.661193 0.815008 1.569947 -3.2 -1.2 -4.9 0.265
O 0.488319 -0.195910 -0.278215 0.2 -0.1 0.7 0.021
C -0.566610 0.605646 -0.390690 -4.1 -1.3 0.7 0.011
O -1.783134 0.321279 -0.305506 4.6 0.6 -0.3 0.001
C -0.038677 1.967893 -0.684909 -2.6 5.1 -3.1 -0.005
O 1.326966 1.947029 -0.867540 -1.3 -1.3 1.4 0.000
O -0.814896 2.918013 -0.994455 3.8 -3.6 1.6 0.000
C 5.591066 3.940439 2.458290 0.5 0.7 0.3 0.001
C 6.795064 4.428249 1.758758 1.4 0.2 -1.8 0.000
N 7.750976 4.681098 1.133724 -2.1 -0.4 1.6 0.000
H 5.985941 3.363778 3.294731 -0.5 -0.3 0.0 0.000
H 4.918315 3.385222 1.804662 0.4 -0.1 0.1 0.000
H 5.016741 4.768974 2.872755 0.1 0.1 0.0 0.000
C -1.480189 0.132627 3.228058 0.7 -0.3 0.8 0.000
C -1.454109 1.154928 4.302002 0.1 0.2 -0.4 0.000
N -1.385274 1.933252 5.150673 -0.1 -0.6 -0.5 0.000
H -0.461429 -0.209757 3.046360 0.3 0.3 0.0 0.000
H -1.889272 0.423745 2.260587 -0.4 0.2 0.4 0.000
H -1.913415 -0.768080 3.662957 -0.6 0.1 -0.3 0.000
C 3.511138 -5.843129 -0.707672 -0.7 1.7 -1.1 0.000
C 4.415825 -4.969994 -1.703320 -0.7 -1.0 4.3 0.001
O 4.341511 -5.493000 -2.963144 0.0 -0.5 -2.1 0.000
P 3.650770 -4.756085 -4.159123 -0.9 2.7 -2.7 0.000
O 4.406990 -3.669601 -4.892848 -1.3 -1.5 2.1 0.001
O 2.133465 -4.262267 -3.596630 2.9 -2.1 -0.8 0.001
C 1.922949 -3.024591 -2.983705 -1.7 -0.1 0.2 0.002
C 0.409378 -3.042113 -2.506173 2.6 0.5 -1.1 0.001
O 3.299248 -5.923326 -5.185952 0.6 -0.3 3.0 0.000
C 2.768207 -5.638140 -6.433695 -1.3 0.6 -1.7 0.000
C 2.059226 -6.870148 -6.969751 0.8 -0.9 0.3 0.000
H 2.463636 -5.800236 -1.006016 -0.1 0.1 -0.9 0.000
H 3.675123 -6.918521 -0.638789 0.8 0.3 0.3 0.000
H 3.369162 -5.263046 0.204162 0.9 -0.6 0.6 0.000
H 4.143932 -3.928416 -1.532207 -0.5 0.1 -0.8 -0.001
H 5.433407 -4.972429 -1.312653 0.3 -0.5 -0.5 0.000
H 2.461471 -2.861758 -2.050128 0.5 -0.3 0.1 0.003
H 2.256659 -2.240207 -3.663030 -0.5 0.3 -0.1 -0.001
H 0.389960 -1.977364 -2.273768 -1.3 -0.2 0.8 0.001
H -0.294214 -3.354534 -3.277831 0.2 0.3 -0.1 0.000
H 0.403570 -3.777862 -1.701970 -0.4 0.6 0.3 0.000
H 1.930406 -4.944077 -6.366944 0.2 0.6 0.4 0.000
H 3.504935 -5.141779 -7.065330 0.2 -0.5 -0.1 0.000
H 2.591784 -7.804220 -6.790901 0.5 0.1 0.2 0.000
H 1.162334 -6.989324 -6.361900 -0.4 0.0 -0.6 0.000
H 1.936358 -6.871805 -8.052804 -0.6 0.5 0.1 0.000
C 2.149598 -4.832582 8.060696 -0.6 0.3 1.4 0.000
C 2.661142 -3.589080 8.858081 -2.2 -0.6 -1.9 0.000
O 2.712266 -2.524035 7.867956 -1.0 1.4 -0.6 0.000
P 1.335822 -1.927470 7.170419 2.3 1.2 0.0 0.000
O 0.642326 -2.781299 6.195845 0.1 0.3 0.5 0.000
O 0.512019 -1.384215 8.415783 0.4 -0.2 -0.7 0.000
C -0.774595 -0.751619 8.084454 0.6 0.6 1.7 0.000
C -0.861587 0.668416 8.697235 0.4 -0.4 -0.8 0.000
O 1.880302 -0.511837 6.452283 -2.5 -2.2 2.9 0.001
C 3.136578 -0.375328 5.925733 0.7 1.2 -0.8 0.000
C 3.082753 -0.755431 4.504637 1.5 -0.8 -1.8 -0.001
H 1.081124 -4.806545 7.846712 -0.2 0.8 0.1 0.000
H 2.567864 -4.921855 7.058105 0.7 -0.5 0.5 0.000
H 2.146843 -5.660408 8.769786 0.9 -0.6 -0.5 0.000
H 1.884102 -3.293499 9.563015 0.2 -0.1 0.4 0.000
H 3.607233 -3.736080 9.379047 0.1 0.3 -0.5 0.000
H -0.822087 -0.743090 6.995526 -0.8 0.1 0.2 0.000
H -1.489241 -1.369736 8.627870 -0.3 -0.2 -0.8 0.000
H -1.890119 0.993212 8.539947 0.1 0.3 -0.2 0.000
H -0.650606 0.788237 9.759882 0.0 -0.7 0.1 0.000
H -0.150448 1.324908 8.195830 -0.3 0.1 -0.2 0.000
H 3.345806 0.692622 5.864068 0.2 0.2 0.9 0.000
H 3.899047 -0.899929 6.501526 0.0 0.1 -0.1 0.000
H 3.971515 -0.331366 4.037341 0.5 -0.3 -0.1 0.001
H 3.134733 -1.839060 4.399026 -0.3 0.0 -0.4 0.000
H 2.298288 -0.303089 3.897909 -0.5 -0.2 0.6 0.002
C -3.506945 -2.477800 -1.957553 0.4 -0.5 0.5 0.000
C -4.834792 -3.103002 -1.603724 -1.5 0.4 -2.1 0.000
O -4.837623 -3.763775 -0.410449 0.8 -1.3 3.6 0.000
P -5.934398 -4.771559 0.134106 -0.8 -1.4 1.3 0.000
O -5.305957 -5.838565 0.977403 -1.0 1.8 -1.2 0.000
O -7.102784 -3.862434 0.884284 1.2 -1.4 -2.6 0.000
C -6.828775 -3.066149 2.046181 -0.7 -2.0 1.3 0.000
C -7.352314 -3.979087 3.245732 -0.6 0.5 -0.4 0.000
O -6.739053 -5.364282 -1.190747 0.3 2.8 2.5 0.000
C -6.124926 -6.363676 -1.926687 -0.3 -1.3 -2.9 0.000
C -6.704111 -6.341176 -3.435714 -0.1 0.4 1.4 0.000
H -3.435245 -1.952578 -2.909970 -0.7 0.1 0.0 0.000
H -3.275038 -1.786928 -1.146989 0.4 0.1 -0.1 0.000
H -2.733827 -3.241655 -2.040660 0.1 -0.1 0.4 0.000
H -5.604929 -2.340578 -1.486720 -0.1 0.3 -0.8 0.000
H -5.179991 -3.933233 -2.219890 0.1 0.9 -1.5 0.000
H -5.763401 -2.836870 2.023525 -0.1 0.2 0.6 0.000
H -7.461641 -2.183489 1.954047 0.3 0.1 0.0 0.000
H -8.394987 -4.240802 3.065669 -0.2 0.1 -0.8 0.000
H -6.900840 -4.967338 3.333072 0.7 0.4 -0.1 0.000
H -7.520338 -3.545809 4.231706 1.0 0.5 0.1 0.000
H -5.040398 -6.292370 -2.009276 0.1 0.2 0.4 0.000
H -6.384212 -7.317352 -1.466929 0.2 -0.1 -0.1 0.000
H -6.857985 -7.371492 -3.756445 0.1 0.2 -0.2 0.000
H -7.649278 -5.800420 -3.484117 -0.4 -0.4 0.6 0.000
H -6.169342 -5.745681 -4.175653 0.9 -0.4 0.2 0.000
C -4.867345 1.503284 -2.410985 0.3 0.5 0.0 0.000
C -4.016504 2.771184 -2.548012 0.2 -0.8 1.9 0.000
O -4.094157 3.371416 -3.779880 -0.3 2.3 -3.3 0.000
P -3.920127 4.955181 -4.075310 0.2 1.2 2.1 0.000
O -3.483579 5.787807 -2.830189 -1.2 -2.3 -3.7 0.000
O -5.410106 5.331690 -4.663259 3.0 0.6 -1.0 0.000
C -6.455094 5.345627 -3.710926 -0.8 -1.0 -0.5 0.000
C -7.815877 5.546961 -4.445411 0.7 0.4 0.4 0.000
O -2.959514 4.975845 -5.383908 -1.6 -1.3 1.2 0.000
C -2.320153 6.097260 -5.927655 1.1 2.6 0.7 0.000
C -3.195351 7.325528 -6.030646 -1.5 -0.7 0.4 0.000
H -5.918415 1.699177 -2.198923 0.0 0.1 -0.3 0.000
H -4.754719 0.881218 -3.298935 -0.1 -0.1 0.1 0.000
H -4.471748 0.986196 -1.536786 0.0 -0.2 -0.1 0.000
H -4.347590 3.514979 -1.823268 0.5 -0.2 0.5 0.000
H -2.970709 2.481609 -2.445290 0.0 0.1 0.7 0.000
H -6.316573 4.334929 -3.327010 -1.1 0.0 1.0 0.000
H -6.227439 6.118000 -2.976287 -0.4 -0.1 0.2 0.000
H -7.861214 6.582310 -4.783208 -0.1 0.1 0.1 0.000
H -7.980220 4.947597 -5.340868 0.5 -0.3 0.2 0.000
H -8.661399 5.359770 -3.783488 0.1 0.1 0.2 0.000
H -1.595048 6.488955 -5.214285 0.7 -0.8 0.2 0.000
H -1.760378 5.930935 -6.848017 -0.5 -1.0 0.0 0.000
H -3.406876 7.621324 -5.003101 0.5 0.8 0.1 0.000
H -2.762460 8.096857 -6.667642 -0.2 0.0 0.3 0.000
H -4.214915 7.044244 -6.294231 0.0 0.1 -1.0 0.000
C 8.231945 1.585540 2.421487 1.5 0.0 -1.6 0.000
C 8.868376 1.705877 1.011094 -0.9 1.8 -0.8 0.000
O 10.089075 1.011677 1.118703 -0.5 3.2 -4.2 0.000
C 10.084900 0.247207 2.102215 0.0 -3.3 2.5 0.000
O 10.873594 -0.647647 2.177968 -0.3 -0.2 1.5 0.000
O 9.024321 0.531441 2.935959 0.6 -1.1 0.9 0.000
H 7.204521 1.231171 2.338308 0.0 0.5 0.5 0.000
H 8.462972 2.507186 2.955616 -0.7 -0.1 0.4 0.000
H 9.086018 2.701325 0.624046 0.1 0.2 0.8 0.000
H 8.200422 1.368306 0.218650 0.2 -1.1 0.0 0.000
C -1.666789 7.146722 -0.307156 -1.2 -0.7 -2.1 0.000
C -2.420255 6.019970 0.336954 0.6 -0.9 -1.9 0.000
O -2.043709 6.148139 1.660210 0.2 0.0 1.7 0.000
C -0.845491 6.859803 1.697432 -4.3 -1.5 2.3 0.000
O -0.334411 7.156774 2.690091 2.2 0.2 3.3 0.000
O -0.574205 7.278284 0.559974 2.0 2.6 -4.8 0.000
H -2.384945 7.954913 -0.445620 0.8 1.0 0.7 0.000
H -1.308479 6.893899 -1.305055 0.0 0.0 0.1 0.000
H -1.951034 5.127940 -0.078033 -0.6 -0.6 0.1 0.000
H -3.486574 6.067247 0.115953 0.1 -0.2 0.5 0.000
C 4.399944 3.189981 -2.788491 -1.0 -1.3 1.1 -0.001
C 3.524730 4.390145 -3.083689 0.8 -0.2 -1.0 0.000
O 4.532064 5.464267 -3.193573 -3.8 -0.5 -0.8 0.000
C 5.663864 4.982102 -2.821064 5.4 3.0 1.1 0.000
O 6.671470 5.668569 -2.712280 -1.7 -1.2 -0.4 0.000
O 5.667100 3.706927 -2.499171 -0.3 -1.5 0.3 0.001
H 4.455243 2.363676 -3.497192 0.1 0.5 -0.6 0.000
H 3.906794 2.739536 -1.927101 0.6 -0.3 0.6 -0.001
H 2.816066 4.559024 -2.272905 0.1 0.5 -0.3 0.000
H 3.044281 4.138203 -4.029096 -0.3 1.1 0.0 0.000
```
Positions in Å, forces in eV/Å.